# 1
Density functional theory data (the ωB97M-V functional and the def2-TZVPD basis) for the molecule C5H8S2 in a non-equilibrium geometry.

## Properties
net charge = 0
highest occupied orbital energy = -8.5 eV
structure (SMILES) = C=C[C@H](C)C(=S)S
largest force on an atom = 3.25 eV/Å
relative energy (zero: lowest compared OMol25 entry of this formula, charge and spin) = 193.1 kJ/mol
E = -26983.1565 eV

Last column: Mulliken charge in e.
Atoms and positions in Å:
C: 0.702 1.151 -1.578  -0.63
C: 1.106 0.394 -0.585  -0.44
C: 0.274 0.245 0.662  0.34
C: 0.681 -0.926 1.508  -1.36
C: -1.316 -0.020 0.130  -0.06
S: -2.538 0.509 1.068  -0.20
S: -1.503 -1.030 -1.246  -0.10
H: 1.032 1.067 -2.611  0.29
H: -0.281 1.694 -1.446  0.27
H: 1.960 -0.224 -0.823  0.28
H: 0.088 1.195 1.198  0.38
H: 0.396 -1.851 1.063  0.34
H: 1.777 -0.865 1.610  0.36
H: 0.397 -0.829 2.541  0.35
H: -2.776 -0.511 -1.490  0.17


# 2
Density functional theory data (the ωB97M-V functional and the def2-TZVPD basis) for a structure of composition C5H9AlMgO4 in a non-equilibrium geometry.

## Properties
net charge = +1
highest occupied orbital energy (spin up / spin down) = -10.4 / -10.4 eV
largest force on an atom = 4.73 eV/Å
relative energy (zero: lowest compared OMol25 entry of this formula, charge and spin) = 490.2 kJ/mol
2S+1 = 2
E = -25550.4461 eV

Last column: Löwdin spin population.
Atoms and positions in Å:
O: -0.211 -1.112 2.629  0.16
C: -1.123 -1.719 1.896  0.02
C: -1.396 -1.385 0.612  0.00
O: -0.814 -0.164 0.214  0.06
C: -0.122 -0.146 -1.034  0.01
C: 0.651 1.148 -1.086  0.02
O: 1.399 1.263 0.132  0.16
C: 2.387 2.294 0.096  0.03
Al: 0.393 0.468 1.569  0.50
H: -1.634 -2.588 2.333  0.00
H: -0.835 -0.201 -1.868  0.00
H: 0.555 -1.013 -1.075  0.00
H: -0.018 2.016 -1.176  0.00
H: 1.341 1.133 -1.940  0.00
H: 2.884 2.315 1.071  0.01
H: 3.119 2.068 -0.689  0.00
H: 1.908 3.263 -0.102  0.00
H: -1.945 -2.119 -0.190  0.00
Mg: -3.467 -2.034 -0.161  0.00
O: -3.074 -3.487 -1.231  0.01


# 3
Density functional theory data (the ωB97M-V functional and the def2-TZVPD basis) for a cluster of 2 separate species, C5H9BN2O3 in total in a non-equilibrium geometry.

## Properties
net charge = 0
highest occupied orbital energy = -8.7 eV
largest force on an atom = 5.71 eV/Å
relative energy (zero: lowest compared OMol25 entry of this formula, charge and spin) = 601.0 kJ/mol
E = -15126.0526 eV

Last column: Mulliken charge in e.
Atoms and positions in Å:
B: -2.877 0.334 -0.144  0.37
C: 1.877 -1.300 -0.974  -0.52
C: 2.179 -0.237 -0.205  0.68
C: 0.186 -0.129 -0.869  0.31
C: -2.740 -1.385 -0.001  -1.07
C: 3.377 1.330 1.003  -0.61
N: 0.608 -1.233 -1.370  -0.41
N: -1.779 1.059 -0.556  -0.31
O: 1.040 0.495 -0.063  -0.30
O: -3.896 0.961 0.380  -0.55
O: 3.277 -0.019 0.492  -0.38
H: 2.458 -2.015 -1.464  0.44
H: -2.555 -1.615 0.969  0.41
H: -1.751 -1.702 -0.601  0.21
H: -3.542 -2.040 -0.381  0.34
H: 2.841 1.482 1.966  0.27
H: 2.872 2.007 0.299  0.30
H: 4.436 1.658 1.209  0.24
H: -1.254 1.824 -0.221  0.26
H: -4.758 0.524 0.530  0.32


# 4
Density functional theory data (the ωB97M-V functional and the def2-TZVPD basis) for a structure of composition C5H9BiClI2O2P in a non-equilibrium geometry.

## Properties
net charge = +2
highest occupied orbital energy (spin up / spin down) = -17.4 / -17.4 eV
largest force on an atom = 3.95 eV/Å
relative energy (zero: lowest compared OMol25 entry of this formula, charge and spin) = 0.0 kJ/mol
E = -53259.8227 eV

Last column: Mulliken charge in e.
Atoms and positions in Å:
I: -0.240 -2.997 1.758  0.18
I: -0.240 2.993 1.790  0.18
Bi: 0.555 0.002 1.653  1.03
P: 0.147 0.002 -0.869  0.61
C: -1.485 -0.015 -1.565  -1.14
C: 1.051 1.451 -1.454  -1.12
H: 1.994 -1.550 -0.866  0.39
H: 1.336 -1.321 -2.509  0.42
H: 0.497 -2.354 -1.298  0.38
C: 1.074 -1.437 -1.450  -1.11
H: 1.982 1.567 -0.888  0.39
H: 1.294 1.347 -2.519  0.42
H: -1.449 -0.017 -2.663  0.40
H: -2.056 0.859 -1.249  0.38
H: 0.472 2.363 -1.283  0.38
H: -2.038 -0.900 -1.246  0.38
C: -2.455 -0.001 1.663  0.11
O: -3.585 -0.002 1.835  -0.08
Cl: 3.073 0.013 1.681  -0.29
O: -0.014 0.003 5.306  -0.04
C: 0.087 -0.006 4.174  0.14


# 5
Density functional theory data (the ωB97M-V functional and the def2-TZVPD basis) for a cluster of 2 separate species, C5H9Br2N2S in total in a non-equilibrium geometry.

## Properties
net charge = +1
highest occupied orbital energy (spin up / spin down) = -12.7 / -12.7 eV
largest force on an atom = 4.18 eV/Å
relative energy (zero: lowest compared OMol25 entry of this formula, charge and spin) = 370.0 kJ/mol
E = -159219.3644 eV

Last column: Mulliken charge in e.
Atoms and positions in Å:
C: -0.880 0.249 -0.650  0.29
C: -1.905 -0.433 -0.194  0.13
C: 0.347 -1.578 0.227  0.00
C: -0.870 1.621 -1.144  -1.22
C: 1.552 0.583 -0.038  -0.99
N: 0.806 -0.880 2.402  -0.48
N: 0.422 -0.391 -0.611  0.13
S: -1.335 -2.101 0.234  -0.06
Br: -3.803 -0.225 -0.110  0.00
Br: 1.857 -2.832 -0.233  -0.01
H: -0.035 2.171 -0.756  0.36
H: -1.871 2.081 -0.911  0.39
H: -1.120 1.794 -2.239  0.30
H: 1.106 1.118 0.878  0.39
H: 2.432 0.040 0.258  0.30
H: 1.794 1.186 -0.848  0.50
H: 0.127 -0.097 2.461  0.25
H: 0.530 -1.745 2.797  0.27
H: 0.846 -0.561 -1.523  0.45


# 6
Density functional theory data (the ωB97M-V functional and the def2-TZVPD basis) for the molecule C5H9Br2NO2 in a non-equilibrium geometry.

## Properties
net charge = 0
highest occupied orbital energy = -10.3 eV
structure (SMILES) = CC(C)(Br)[C@@](C)(Br)[N+](=O)[O-]
largest force on an atom = 4.93 eV/Å
relative energy (zero: lowest compared OMol25 entry of this formula, charge and spin) = 119.9 kJ/mol
E = -150997.1147 eV

Last column: Mulliken charge in e.
Atoms and positions in Å:
C: -0.992 -0.311 -0.258  -1.58
C: 0.486 -0.411 -0.518  0.13
C: 0.622 -0.299 -2.031  -1.25
Br: 1.017 -2.282 0.095  -0.04
C: 1.257 0.684 0.422  0.73
C: 1.066 0.555 1.892  -1.22
Br: 3.158 0.553 -0.096  -0.05
N: 0.674 2.048 -0.037  0.92
O: -0.394 2.254 0.428  -0.58
O: 1.276 2.675 -0.846  -0.57
H: -1.055 -0.398 0.765  0.44
H: -1.412 0.614 -0.662  0.44
H: -1.481 -1.035 -0.847  0.50
H: 1.709 -0.528 -2.470  0.27
H: 0.185 0.776 -2.381  0.28
H: -0.008 -1.052 -2.432  0.49
H: 0.363 1.202 2.206  0.45
H: 1.984 0.865 2.542  0.33
H: 0.903 -0.537 2.100  0.31


# 7
Density functional theory data (the ωB97M-V functional and the def2-TZVPD basis) for the ion C5H9BrN3 with charge +1 in a non-equilibrium geometry.

## Properties
net charge = +1
highest occupied orbital energy = -13.0 eV
structure (SMILES) = N/[NH+]=C1/C[C@H](Br)C=CN1
largest force on an atom = 6.74 eV/Å
relative energy (zero: lowest compared OMol25 entry of this formula, charge and spin) = 86.2 kJ/mol
E = -79835.7661 eV

Last column: Mulliken charge in e.
Atoms and positions in Å:
N: 0.002 -2.409 -1.300  -0.74
N: -0.614 -1.195 -1.085  0.12
C: -0.175 -0.347 -0.163  0.34
C: -0.972 0.919 -0.049  -0.72
C: 0.078 2.072 0.083  -0.35
Br: 1.340 2.089 -1.462  -0.12
C: 0.868 1.769 1.313  -0.40
C: 1.133 0.452 1.547  -0.31
N: 0.722 -0.557 0.807  -0.03
H: 0.975 -2.317 -1.574  0.25
H: -0.511 -3.054 -1.851  0.25
H: -1.200 -0.887 -1.893  0.33
H: -1.371 0.941 0.947  0.36
H: -1.905 1.034 -0.608  0.37
H: -0.418 2.978 0.176  0.55
H: 1.276 2.648 1.795  0.40
H: 1.783 0.279 2.392  0.38
H: 1.245 -1.435 0.832  0.31


# 8
Density functional theory data (the ωB97M-V functional and the def2-TZVPD basis) for a structure of composition C5H9BrO2S in a non-equilibrium geometry.

## Properties
net charge = 0
highest occupied orbital energy = -10.4 eV
largest force on an atom = 3.71 eV/Å
relative energy (zero: lowest compared OMol25 entry of this formula, charge and spin) = 69.4 kJ/mol
E = -90301.6437 eV

Last column: Mulliken charge in e.
Atoms and positions in Å:
C: 0.411 1.332 -0.265  -1.04
C: -1.169 -0.158 0.626  -0.36
C: 0.297 -0.166 -0.027  1.09
C: 0.430 -1.034 -1.296  -1.06
C: 1.285 -0.760 1.040  -1.90
O: -2.070 1.666 -1.386  -0.59
O: -1.858 2.479 0.931  -0.63
S: -1.443 1.543 -0.092  1.05
Br: -2.386 -1.596 0.180  -0.11
H: 0.735 1.803 0.601  0.43
H: 1.078 1.621 -1.117  0.39
H: -1.122 -0.163 1.741  0.41
H: -0.390 -1.777 -1.359  0.26
H: 1.428 -1.434 -1.037  0.35
H: 0.474 -0.381 -2.240  0.28
H: 0.899 -1.763 1.068  0.51
H: 1.151 -0.331 1.972  0.48
H: 2.249 -0.879 0.661  0.43


Q: Among the records above, which one has the lowest E?
A: C5H9Br2N2S